Density functional theory data (wB97M-V/def2-TZVPD) for one molecule with the formula C5H11NO.

Each line ends with the natural charge from an NBO analysis.
Positions of all 18 atoms, in Å:
N 0.05 1.37 -0.06  -0.63
C 0.88 1.03 -1.25  -0.25
C 1.54 -0.36 -0.95  -0.42
C 0.85 -0.88 0.38  -0.42
C -0.20 0.19 0.72  -0.08
C -1.73 -0.06 0.61  -0.07
O -2.24 -1.29 1.34  -0.75
H 0.53 2.08 0.46  0.37
H 0.12 0.81 -2.05  0.18
H 1.67 1.57 -1.81  0.22
H 1.39 -1.17 -1.74  0.21
H 2.57 -0.15 -0.99  0.20
H 1.50 -0.84 1.25  0.21
H 0.50 -1.93 0.25  0.23
H -0.07 0.28 1.87  0.19
H -2.01 -0.39 -0.44  0.17
H -2.10 0.85 1.01  0.18
H -3.26 -1.11 1.40  0.47

HOMO energy   -9.07 eV
Lowest unoccupied orbital energy   0.036 hartree
Energy   -327.02989 Eh
HOMO-LUMO gap   10.1 eV


Density functional theory data (wB97M-V/def2-TZVPD) for a 2-piece molecular cluster, C10H15NS overall.

Each line ends with the natural charge from an NBO analysis.
Positions of all 27 atoms, in Å:
C 3.53 1.19 1.56  -0.22
C 2.88 -0.02 1.58  -0.20
C 3.03 2.19 0.63  -0.19
C 1.88 -0.33 0.66  -0.35
C 1.89 1.89 -0.17  -0.32
C 1.47 0.59 -0.21  0.17
C -2.82 -1.29 -1.29  -0.61
C -1.82 -0.92 0.88  -0.64
C -1.88 0.97 -0.80  -0.60
C -1.64 -0.50 -0.56  0.05
N -0.47 -0.85 -1.24  -0.57
S 0.19 -2.27 -0.90  0.34
H 4.25 1.51 2.25  0.21
H 3.08 -0.70 2.34  0.21
H 3.51 3.11 0.46  0.21
H 1.49 -1.38 0.72  0.23
H 1.46 2.67 -0.74  0.22
H -2.63 -2.32 -1.68  0.22
H -3.61 -1.61 -0.66  0.21
H -3.16 -0.59 -2.06  0.21
H -1.66 -1.97 1.06  0.22
H -2.83 -0.56 1.21  0.22
H -1.09 -0.35 1.49  0.21
H -2.89 1.14 -0.29  0.20
H -1.23 1.61 -0.25  0.22
H -1.91 1.09 -1.93  0.23
H 0.99 -2.32 -2.06  0.13

HOMO energy (spin up / spin down)   -8.48 / -7.85 eV
Lowest unoccupied orbital energy (spin up / spin down)   -0.003 / 0.007 hartree
Energy   -842.78710 Eh
HOMO-LUMO gap (spin up / spin down)   8.4 / 8.0 eV